#a
Density functional theory data (ωB97M-V with the def2-TZVPD basis set) for the molecule C4H8OS2.

LUMO: -1.59 eV
Kohn-Sham gap: 7.504 eV

Element x y z (Å)
C -1.47 0.50 0.77
C -2.01 0.90 -0.64
O -3.21 1.32 -0.91
C -0.81 -0.85 1.01
S 0.10 -1.52 -0.26
S 1.35 0.69 -0.38
C 2.82 -0.29 -0.89
H -0.76 1.34 1.09
H -2.34 0.71 1.49
H -1.25 0.87 -1.47
H -1.60 -1.57 1.36
H -0.15 -0.79 1.89
H 2.74 -0.91 -1.74
H 3.15 -0.92 -0.07
H 3.44 0.50 -1.23

***

#b
Density functional theory data (ωB97M-V with the def2-TZVPD basis set) for the molecule C4H8OS2.

LUMO: 0.65 eV
Kohn-Sham gap: 9.830 eV

Element x y z (Å)
C -1.42 -0.33 0.43
C -2.62 0.49 0.77
O -2.86 0.91 1.87
C -0.74 0.12 -0.88
S 0.61 1.32 -0.59
S 1.89 0.67 0.91
C 2.96 -0.39 -0.09
H -0.64 -0.30 1.19
H -1.78 -1.35 0.28
H -3.32 0.73 -0.06
H -1.43 0.73 -1.47
H -0.33 -0.70 -1.46
H 3.45 0.15 -0.90
H 2.43 -1.25 -0.50
H 3.80 -0.81 0.48

***

Looking at the structures above, which would you pick as the most stable? I would pick #b.